This record from the Open Molecules 2025 dataset describes a structure of composition C39H48F3N4PPtS in a non-equilibrium geometry. The level of theory is ωB97M-V/def2-TZVPD.

Properties
LUMO energy: -0.89 eV
molar mass: 888.0 g/mol
Kohn-Sham gap: 6.56 eV
highest occupied orbital energy: -7.4556 eV

```
! RIJCOSX wB97M-V def2-TZVPD def2/J DEFGRID3
* xyz 0 1
Pt 0.30 0.72 1.08
F -3.36 -3.00 4.75
C -2.55 -2.53 3.79
F -1.36 -3.12 3.98
F -3.03 -2.99 2.62
C -2.45 -1.04 3.82
C -3.05 -0.30 4.84
C -2.89 1.07 4.86
C -2.14 1.68 3.87
N -1.59 0.99 2.87
C -1.73 -0.34 2.84
S -0.98 -1.10 1.46
H -3.62 -0.81 5.60
H -3.34 1.67 5.64
H -1.98 2.75 3.86
C -3.63 3.40 -0.87
C -3.91 1.89 -0.93
C -4.31 1.37 0.46
C -2.73 1.09 -1.48
C -2.73 -0.29 -1.43
C -1.61 -1.07 -1.73
C -1.87 -2.57 -1.76
C -0.78 -3.55 -1.31
C -2.37 -2.96 -3.16
C -0.42 -0.40 -2.05
C -0.46 0.97 -2.32
C -1.60 1.69 -2.02
C 0.66 1.68 -3.06
C 0.86 3.14 -2.64
C 0.39 1.62 -4.57
C 0.87 -1.16 -2.22
C 1.05 -1.75 -3.48
C 2.15 -2.54 -3.77
C 3.11 -2.76 -2.80
C 2.96 -2.16 -1.56
C 1.87 -1.34 -1.24
P 1.98 -0.58 0.44
C 3.45 0.61 0.35
C 3.73 1.16 1.76
C 4.75 0.04 -0.26
C 3.07 1.79 -0.55
C 2.42 -1.95 1.71
C 3.90 -2.33 1.82
C 2.00 -1.46 3.11
C 1.66 -3.24 1.38
H -4.52 3.93 -0.52
H -3.38 3.78 -1.87
H -1.66 3.30 -0.21
H -4.77 1.76 -1.60
H -3.46 1.42 1.14
H -4.66 0.34 0.42
H -5.11 1.99 0.88
H -3.62 -0.81 -1.10
H -2.70 -2.72 -1.07
H 0.09 -3.56 -1.97
H -1.20 -4.56 -1.32
H -0.46 -3.34 -0.30
H -1.56 -2.90 -3.89
H -3.17 -2.30 -3.49
H -2.74 -3.99 -3.16
H -1.60 2.76 -2.21
H 1.59 1.13 -2.88
H 0.12 3.78 -3.12
H 1.84 3.49 -2.95
H 0.77 3.28 -1.56
H -0.57 2.08 -4.80
H 0.36 0.59 -4.93
H 1.17 2.15 -5.12
H 0.29 -1.59 -4.22
H 2.24 -2.99 -4.75
H 3.97 -3.39 -3.00
H 3.73 -2.33 -0.83
H 4.17 0.42 2.42
H 2.82 1.55 2.22
H 4.44 1.99 1.67
H 5.15 -0.81 0.27
H 5.50 0.84 -0.22
H 4.61 -0.22 -1.30
H 2.16 2.30 -0.23
H 2.96 1.47 -1.58
H 3.88 2.52 -0.51
H 4.54 -1.51 2.12
H 4.31 -2.79 0.92
H 3.97 -3.09 2.61
H 2.77 -0.85 3.57
H 1.85 -2.34 3.75
H 1.07 -0.90 3.11
H 1.93 -3.64 0.40
H 0.59 -3.11 1.43
H 1.93 -3.99 2.13
N 0.26 2.81 1.19
C -0.51 3.53 1.70
C -1.57 4.33 2.05
C -2.73 4.32 1.21
N -2.56 3.72 0.05
C -1.61 4.86 3.37
N -1.64 5.29 4.44
*
```

This record from the Open Molecules 2025 dataset describes a structure of composition C40H30CsN8O7S2 in a non-equilibrium geometry. The level of theory is ωB97M-V/def2-TZVPD.

Properties
LUMO energy: 1.31 eV
relative energy (zero: lowest compared OMol25 entry of this formula, charge and spin): 2.6 kcal per mole
molar mass: 931.8 g/mol
Kohn-Sham gap: 5.83 eV
highest occupied orbital energy: -4.5275 eV

```
! RIJCOSX wB97M-V def2-TZVPD def2/J DEFGRID3
* xyz -1 1
Cs 0.66 -0.97 1.22
S -0.80 2.36 -0.40
C 0.01 3.02 -1.67
N -0.25 4.22 -2.21
C 0.33 4.60 -3.49
C 0.37 3.38 -4.37
N 1.20 2.38 -3.70
C 2.08 1.58 -4.55
C 1.28 0.78 -5.54
C 1.35 1.02 -6.90
C 0.60 0.27 -7.80
C -0.24 -0.73 -7.32
C -0.31 -0.99 -5.95
C 0.45 -0.23 -5.07
C 1.14 2.23 -2.36
S 2.13 1.27 -1.48
C -1.26 5.13 -1.66
C -2.51 5.17 -2.50
C -2.87 6.32 -3.19
C -4.01 6.35 -3.99
C -4.79 5.21 -4.11
C -4.44 4.05 -3.43
C -3.30 4.03 -2.63
H 1.34 5.00 -3.36
H -0.29 5.37 -3.94
H 0.82 3.60 -5.33
H -0.65 3.01 -4.54
H 2.64 0.93 -3.89
H 2.79 2.24 -5.05
H 2.01 1.81 -7.27
H 0.66 0.47 -8.86
H -0.83 -1.32 -8.01
H -0.95 -1.77 -5.58
H 0.40 -0.43 -4.00
H -0.82 6.13 -1.62
H -1.47 4.80 -0.65
H -2.26 7.22 -3.09
H -4.28 7.26 -4.51
H -5.68 5.23 -4.73
H -5.05 3.16 -3.52
H -3.02 3.13 -2.10
N -3.90 -2.50 11.34
C -3.41 -2.29 10.32
C -2.79 -2.03 9.04
C -1.53 -1.44 8.98
C -0.95 -1.19 7.74
C -1.61 -1.52 6.57
C -2.87 -2.12 6.64
C -3.46 -2.38 7.86
C -0.99 -1.23 5.24
C -1.46 -0.06 4.62
C -2.39 0.85 5.21
C -2.57 1.87 4.30
C -1.74 1.52 3.18
N -1.08 0.39 3.36
C -0.02 -2.15 4.82
C 0.37 -3.33 5.52
C 1.36 -3.92 4.79
C 1.55 -3.07 3.66
N 0.74 -2.03 3.66
H -1.02 -1.17 9.89
H 0.03 -0.72 7.68
H -3.38 -2.38 5.72
H -4.43 -2.85 7.92
H -2.84 0.77 6.18
H -3.19 2.74 4.40
H -1.63 2.09 2.27
H -0.06 -3.69 6.45
H 1.90 -4.83 5.00
H 2.29 -3.20 2.86
O 3.50 -7.44 -2.26
N 4.38 -6.78 -1.73
O 5.54 -7.16 -1.63
C 4.04 -5.48 -1.18
C 5.03 -4.71 -0.58
C 4.70 -3.48 -0.10
C 3.39 -2.89 -0.15
O 3.12 -1.78 0.34
C 2.43 -3.79 -0.76
C 2.74 -5.03 -1.26
N 1.03 -3.38 -0.84
O 0.16 -4.24 -0.80
O 0.77 -2.18 -0.93
N 5.76 -2.66 0.51
O 6.09 -1.66 -0.09
O 6.24 -3.04 1.56
H 6.04 -5.09 -0.49
H 1.97 -5.65 -1.70
*
```

This record from the Open Molecules 2025 dataset describes a structure of composition C22H25N3O3Sn in a non-equilibrium geometry. The level of theory is ωB97M-V/def2-TZVPD.

Properties
LUMO energy: -6.97 eV
relative energy (zero: lowest compared OMol25 entry of this formula, charge and spin): 0.0 kcal per mole
molar mass: 498.2 g/mol
Kohn-Sham gap: 4.92 eV
highest occupied orbital energy: -11.8943 eV

```
! RIJCOSX wB97M-V def2-TZVPD def2/J DEFGRID3
* xyz 2 1
C -0.75 -1.97 -5.66
C -1.39 -1.16 -6.55
H -0.66 -3.03 -5.89
H -0.28 -1.58 -4.76
C -1.55 0.25 -6.30
C -1.36 0.78 -5.06
H -1.11 0.17 -4.20
H -1.51 1.86 -4.92
C -1.93 -1.76 -7.83
H -1.68 -2.83 -7.85
H -1.50 -1.30 -8.73
H -3.02 -1.67 -7.91
C -1.96 1.17 -7.44
H -2.91 0.88 -7.91
H -1.20 1.20 -8.24
H -2.07 2.18 -7.05
Sn -0.18 -0.10 2.42
O 1.36 -0.99 0.85
C 1.60 -0.25 -0.15
O 1.42 1.37 2.26
C 2.21 1.61 1.31
O 3.10 2.57 1.38
N 2.22 0.99 0.08
C 3.79 2.67 0.09
C 3.11 1.70 -0.83
H 4.84 2.39 0.22
H 3.71 3.71 -0.26
H 3.82 1.01 -1.30
H 2.54 2.23 -1.60
C 1.23 -0.54 -1.51
C 0.30 -1.49 -1.80
H 1.74 0.03 -2.28
H -0.31 -1.91 -1.01
H 0.17 -1.83 -2.83
C -3.23 1.94 5.08
C -3.12 1.25 6.29
C -2.04 0.38 6.49
C -1.11 0.21 5.46
N -1.22 0.91 4.29
C -2.24 1.77 4.12
C 0.00 -0.76 5.52
C 0.30 -1.53 6.66
C 1.40 -2.39 6.65
C 2.21 -2.43 5.51
C 1.84 -1.67 4.39
N 0.73 -0.90 4.37
H -4.08 2.60 4.86
H -3.89 1.36 7.06
H -1.92 -0.20 7.39
H -2.28 2.31 3.17
H -0.36 -1.45 7.53
H 1.64 -3.01 7.51
H 3.11 -3.03 5.45
H 2.45 -1.68 3.48
*
```

This record from the Open Molecules 2025 dataset describes the ion C5H5N4O3 with charge +1 in a non-equilibrium geometry. The level of theory is ωB97M-V/def2-TZVPD.

Properties
LUMO energy: -6.06 eV
relative energy (zero: lowest compared OMol25 entry of this formula, charge and spin): 102.3 kcal per mole
molar mass: 169.1 g/mol
Kohn-Sham gap: 8.19 eV
highest occupied orbital energy: -14.2487 eV

```
! RIJCOSX wB97M-V def2-TZVPD def2/J DEFGRID3
* xyz 1 1
C 1.54 -3.29 0.43
C -0.71 1.53 0.15
C -0.44 0.78 -2.15
C 0.40 -1.15 0.51
C -0.51 1.71 1.57
N 2.24 -4.07 0.85
N -0.61 1.97 -1.04
N -0.61 -0.48 -0.24
N 0.78 -2.33 -0.06
O -0.47 1.05 -3.28
O 0.65 -0.86 1.62
O -0.62 -0.37 -1.64
H -0.97 0.81 1.96
H -0.95 2.68 1.97
H 0.54 1.50 1.80
H -0.68 2.95 -1.38
H 0.43 -2.42 -1.07
*
```

> Which of these has the highest molar mass?

C40H30CsN8O7S2